ORCA calculation (ωB97M-V with the def2-TZVPD basis set) on a 3-piece molecular cluster, C4H14O2S overall.

Summary:
* frontier orbital gap: 9.45 eV
* F_max: 1.12 eV Å⁻¹
* energy: -709.45412 Ha
* E_HOMO: -0.3304 hartree

Positions of all 21 atoms, in Å:
1 C 1.49 0.31 2.18
2 C 0.08 -0.10 1.81
3 C 0.08 -1.20 0.74
4 C -1.28 -1.50 0.14
5 S -1.29 -2.96 -0.92
6 H 1.49 1.15 2.88
7 H 2.02 0.68 1.31
8 H 2.09 -0.50 2.64
9 H -0.52 -0.41 2.66
10 H -0.44 0.77 1.42
11 H 0.79 -0.86 -0.03
12 H 0.54 -2.07 1.18
13 H -1.99 -1.67 0.96
14 H -1.68 -0.63 -0.39
15 H -1.28 -3.83 0.10
16 O -1.05 2.67 -3.33
17 H -2.01 2.60 -3.20
18 H -0.97 3.31 -4.04
19 O 1.61 1.24 -2.19
20 H 1.15 2.01 -2.54
21 H 1.20 0.98 -1.36